DFT (the ωB97M-V functional and the def2-TZVPD basis) results for C20H12Cl2N2O in the gas phase.

SMILES = O=c1ccc2c(-c3ccccn3)cccc2n1-c1c(Cl)cccc1Cl
net charge = 0
E_HOMO = -0.306 Eh
frontier orbital gap = 8.3 eV
calculated total energy = -51005.52130 eV

Cartesian coordinates (Å):
1 O -1.9412 3.1352 0.9003
2 Cl 0.8838 4.0949 2.2185
3 Cl -0.1055 1.8769 -2.7155
4 N -1.7997 -3.3329 -0.1682
5 C -1.3346 2.0530 0.8840
6 C -2.1014 0.8556 1.3092
7 C -1.5927 -0.4646 1.0458
8 C -2.4582 -4.4767 -0.1822
9 C -0.5931 -3.1407 0.4682
10 C -1.8026 -5.6824 0.2101
11 C -0.0153 -4.2803 1.0916
12 C -0.6435 -5.4936 1.0342
13 C 1.2283 5.4081 -1.6124
14 C 2.4044 -0.8762 -0.2867
15 C 1.3814 5.3246 -0.2107
16 C 0.8923 4.3254 -2.3945
17 C 1.5818 -2.0227 -0.0309
18 C 1.8440 0.4210 -0.3107
19 C 0.9994 4.1441 0.4996
20 C 0.5656 3.1733 -1.7203
21 C -0.2765 -0.6367 0.3884
22 C 0.2167 -1.8564 0.2727
23 C 0.5808 3.0578 -0.3471
24 C 0.4822 0.5899 0.0328
25 N -0.0479 1.9504 0.2744
26 H -3.1425 0.7673 1.8433
27 H -2.1752 -1.2896 1.4731
28 H -3.4657 -4.4763 -0.6119
29 H -2.2368 -6.6118 0.0838
30 H 0.9331 -4.2542 1.4542
31 H -0.1879 -6.3666 1.5338
32 H 1.4723 6.3351 -2.1963
33 H 3.4208 -1.0409 -0.5771
34 H 1.6258 6.2043 0.3961
35 H 1.0595 4.3163 -3.4356
36 H 1.9149 -3.0480 -0.1095
37 H 2.4331 1.3174 -0.5042

The Mulliken scheme yields these atomic charges, measured in e:
1. O -0.63
2. Cl -0.18
3. Cl -0.18
4. N -0.45
5. C 0.54
6. C -0.68
7. C -0.56
8. C -0.19
9. C 0.10
10. C -0.66
11. C -0.80
12. C -0.44
13. C -0.44
14. C -1.17
15. C -0.51
16. C -0.63
17. C -0.75
18. C -0.47
19. C 0.41
20. C 1.08
21. C 0.78
22. C 1.05
23. C -0.93
24. C 0.24
25. N 0.59
26. H 0.26
27. H 0.32
28. H 0.40
29. H 0.45
30. H 0.61
31. H 0.36
32. H 0.29
33. H 0.37
34. H 0.37
35. H 0.44
36. H 0.53
37. H 0.49